[1]
This record from the OMol25 dataset describes an isolated molecule of C6H11P in a non-equilibrium geometry. The level of theory is wB97M-V/def2-TZVPD.

Calculated values
lowest unoccupied orbital energy (alpha / beta)	1.047 / -1.828	eV
multiplicity	3
HOMO (alpha / beta)	-0.219 / -0.345	hartree
energy relative to the best compared isomer or geometry (same formula, charge and spin)	5.8	kcal/mol
<S²>	2.01
electronic energy	-15683.715	eV

Geometry (Å):
C 1.16327 0.58411 -0.04723
C 0.87858 -0.82701 -0.43625
C -0.20073 2.64261 -0.62026
C -1.30318 -2.19097 0.17126
C 0.52651 1.85624 0.41772
C 0.16199 -1.85756 0.49730
P 2.55831 -0.30462 -0.13605
H 0.69068 -1.26102 -1.43398
H -1.20783 2.89388 -0.29287
H -0.43692 1.99640 -1.52326
H 0.25993 3.53869 -0.81965
H -1.95630 -1.32240 0.06728
H -1.80212 -2.90351 0.80976
H -1.54462 -2.69816 -0.70128
H -0.13561 1.51088 1.19174
H 1.37235 2.43708 0.86837
H 0.76732 -2.74867 0.46262
H 0.20836 -1.34596 1.52478

***

[2]
This record from the OMol25 dataset describes an isolated molecule of C6H12 in a non-equilibrium geometry. The level of theory is wB97M-V/def2-TZVPD.

Calculated values
lowest unoccupied orbital energy	1.096	eV
SMILES	CCC=C(C)C
HOMO	-0.305	hartree
energy relative to the best compared isomer or geometry (same formula, charge and spin)	41.0	kcal/mol
electronic energy	-6415.165	eV

Geometry (Å):
C -0.71092 1.52736 1.82975
C 0.52122 0.79565 1.24049
C 0.44615 0.74418 -0.34109
C 0.18983 -0.51622 -0.95090
C -0.13625 -1.72845 -0.06968
C 0.26188 -0.61858 -2.42123
H -0.77697 1.37410 2.92711
H -0.75642 2.63418 1.78376
H -1.66470 1.09721 1.41527
H 0.56004 -0.17824 1.72874
H 1.45802 1.35131 1.50013
H 0.51017 1.65196 -0.91869
H -0.89173 -1.56074 0.67848
H 0.68774 -2.06918 0.53071
H -0.27542 -2.53865 -0.68312
H -0.66976 -0.15002 -2.79128
H 0.13048 -1.64308 -2.63779
H 1.11664 -0.17277 -2.82065

***

[3]
This record from the OMol25 dataset describes a cluster of 2 separate species, C6H12 in total in a non-equilibrium geometry. The level of theory is wB97M-V/def2-TZVPD.

Calculated values
lowest unoccupied orbital energy	1.014	eV
SMILES	C=CC.C=CC
HOMO	-0.337	hartree
energy relative to the best compared isomer or geometry (same formula, charge and spin)	80.3	kcal/mol
electronic energy	-6413.460	eV

Geometry (Å):
C 2.11002 2.90261 -0.48992
C 1.47147 2.19127 0.42286
C 2.12921 1.26994 1.48804
H 1.47260 3.39810 -1.22132
H 3.11492 2.57239 -0.79827
H 0.37060 2.05248 0.27432
H 3.28932 1.30266 1.59889
H 1.73181 1.67793 2.40302
H 1.74688 0.21475 1.55821
C -2.05332 -3.25573 -0.50431
C -1.32218 -2.11476 -0.67589
C -2.12775 -0.90439 -0.72506
H -1.46695 -4.01743 -0.00292
H -3.20143 -3.38594 -0.63691
H -0.28701 -1.98437 -0.41158
H -2.23762 -0.71874 -1.81573
H -3.09825 -1.12178 -0.32368
H -1.64232 -0.07898 -0.13974

***

[4]
This record from the OMol25 dataset describes an isolated molecule of C6H12. The level of theory is wB97M-V/def2-TZVPD.

Calculated values
lowest unoccupied orbital energy	1.239	eV
SMILES	CC1CCCC1
HOMO	-0.401	hartree
energy relative to the best compared isomer or geometry (same formula, charge and spin)	2.2	kcal/mol
electronic energy	-6416.845	eV

Geometry (Å):
C 1.88477 -0.32934 0.85820
C 0.85500 0.09750 -0.18457
C -0.11675 1.20091 0.33202
C -1.53460 0.61805 0.20454
C -1.40933 -0.39757 -0.93380
C -0.05986 -1.05953 -0.64447
H 1.38562 -0.68475 1.76981
H 2.53426 0.50775 1.13854
H 2.52389 -1.14024 0.48789
H 1.39124 0.48620 -1.06128
H -0.02127 2.10424 -0.28172
H 0.11538 1.48874 1.36470
H -1.81220 0.09391 1.12903
H -2.29424 1.38585 0.02251
H -2.24018 -1.10931 -0.97394
H -1.37246 0.12715 -1.89944
H -0.17951 -1.78480 0.17421
H 0.35025 -1.60476 -1.50221

***

[5]
This record from the OMol25 dataset describes an isolated molecule of C6H12 in a non-equilibrium geometry. The level of theory is wB97M-V/def2-TZVPD.

Calculated values
lowest unoccupied orbital energy	1.245	eV
SMILES	CC(C)C1CC1
HOMO	-0.322	hartree
energy relative to the best compared isomer or geometry (same formula, charge and spin)	67.4	kcal/mol
electronic energy	-6414.020	eV

Geometry (Å):
C -0.75268 -1.72695 -0.73274
C 0.30406 -0.70967 -0.30126
C 1.08540 -0.93752 0.98685
C -0.44077 0.60290 0.02486
C 0.33353 1.66390 0.68558
C -0.65443 1.74423 -0.84960
H -1.38027 -1.26750 -1.51054
H -0.34217 -2.65698 -1.13538
H -1.40713 -1.98122 0.11184
H 0.99667 -0.52520 -1.13672
H 1.06063 0.13155 1.44028
H 0.58146 -1.62182 1.68131
H 2.14276 -1.19338 0.87143
H -1.35374 0.40348 0.59518
H 0.06015 2.15399 1.61671
H 1.36417 1.85973 0.38160
H 0.08808 2.04180 -1.57997
H -1.68572 2.01864 -1.14942

***

[6]
This record from the OMol25 dataset describes a cluster of 2 separate species, C6H12 in total in a non-equilibrium geometry. The level of theory is wB97M-V/def2-TZVPD.

Calculated values
lowest unoccupied orbital energy (alpha / beta)	0.939 / 0.129	eV
HOMO (alpha / beta)	-0.317 / -0.261	hartree
energy relative to the best compared isomer or geometry (same formula, charge and spin)	135.5	kcal/mol
electronic energy	-6411.064	eV

Geometry (Å):
C 0.47384 -2.98310 0.17850
C 1.13863 -1.86882 0.21235
C 1.01023 1.53844 -0.37296
C -0.97871 0.86391 1.23126
C -1.02217 0.30445 -1.26126
C -0.17038 0.73584 -0.09077
H 1.02326 -3.96972 0.13325
H -0.59896 -2.99755 0.29092
H 2.28391 -1.77368 0.30887
H 1.87522 1.08307 0.01996
H 1.07692 1.52329 -1.39983
H 0.98439 2.55302 0.00704
H -1.58441 1.73889 1.22572
H -0.24079 0.92612 2.05788
H -1.77420 0.08507 1.38158
H -2.04247 0.79824 -1.13627
H -0.42025 0.62990 -2.08515
H -1.22721 -0.71860 -0.99240

***

Q: What is the energy relative to the best compared isomer or geometry (same formula, charge and spin) in the second record?
A: 41.0 kcal/mol